Record 1
35
Properties=species:S:1:pos:R:3 method="wB97M-V/def2-TZVPD" total_charge=-1 fmax_ev_per_a=0.8 lumo_energy_ev=2.75 homo_ev=-6.18 orbital_gap_ha=0.3282 e_above_lowest_kj_mol=0.00
Br -0.10 0.54 -0.22
C -0.18 -3.42 -2.84
O -0.95 -4.15 -2.25
N 0.26 -2.23 -2.33
N 0.33 -3.76 -4.08
H 0.89 -1.63 -2.84
H -0.18 -1.87 -1.50
H 0.86 -3.10 -4.61
H 0.04 -4.64 -4.46
C -4.22 2.31 -0.63
C -3.58 2.68 0.69
O -2.21 3.01 0.51
O -3.87 1.01 -1.08
H -3.90 3.05 -1.38
H -5.31 2.37 -0.57
H -3.71 1.89 1.43
H -4.07 3.59 1.06
H -1.71 2.18 0.41
H -2.92 1.03 -1.27
C 3.22 -0.93 2.49
C 3.10 0.45 1.88
O 1.97 1.12 2.38
O 4.42 -1.61 2.09
H 2.34 -1.53 2.24
H 3.29 -0.87 3.57
H 3.07 0.35 0.78
H 3.98 1.03 2.15
H 1.23 0.90 1.79
H 4.49 -1.59 1.13
O -0.43 -2.33 1.73
H 0.40 -2.80 1.81
H -0.24 -1.57 1.16
O 1.14 3.85 0.41
H 0.67 3.01 0.48
H 1.89 3.64 -0.13

---

Record 2
36
Properties=species:S:1:pos:R:3 method="wB97M-V/def2-TZVPD" fmax_ev_per_a=4.4 lumo_energy_ev=-3.09 homo_ev=-9.64 orbital_gap_ha=0.2406
Cd -3.58 -1.56 1.60
O -5.65 0.03 1.76
H -5.56 0.48 2.61
O -2.20 -0.04 -0.06
H -1.24 -0.09 -0.26
C 2.61 1.46 -3.95
C 1.51 1.20 -2.92
O 1.47 2.46 -2.28
C 2.34 3.35 -2.84
O 2.56 4.50 -2.42
O 2.96 2.78 -3.85
H 2.16 1.24 -4.92
H 3.49 0.82 -3.83
H 1.75 0.38 -2.24
H 0.59 1.02 -3.46
O -1.16 -3.17 2.18
H -0.90 -3.81 1.52
H -0.44 -3.17 2.81
O -0.85 2.61 1.27
H -1.23 1.84 0.85
H 0.09 2.53 1.11
O -2.39 -1.77 -3.02
H -2.77 -2.56 -2.64
H -2.24 -1.19 -2.28
O -4.79 1.50 -2.00
H -3.92 1.23 -1.70
H -4.63 1.95 -2.83
C 2.74 -1.48 2.52
C 2.51 -1.48 4.01
O 1.37 -2.22 4.44
H 3.77 -1.19 2.34
H 2.06 -0.75 2.07
H 2.58 -2.44 2.03
H 2.30 -0.44 4.28
H 3.32 -1.78 4.68
H 1.34 -2.26 5.40